Molecular formula: C4H9N2
Method: DFT, ωB97M-V/def2-TZVPD

Last column: natural (NBO) charge in e.
CARTESIAN COORDINATES (ANGSTROEM)
C1 0.138 0.823 1.510  0.09
C2 -0.933 -0.028 -0.549  0.17
C3 -0.613 1.657 -0.747  -0.25
C4 1.013 -1.376 -0.100  -0.41
N1 -0.471 0.893 0.421  -0.26
N2 -0.241 -1.264 -0.799  -0.60
H1 0.076 -0.088 2.150  0.24
H2 0.646 1.641 2.002  0.24
H3 0.303 1.927 -1.177  0.24
H4 -1.998 -0.212 -0.622  0.25
H5 -1.509 2.207 -0.882  0.26
H6 1.812 -1.489 -0.830  0.22
H7 1.246 -0.485 0.496  0.18
H8 1.050 -2.235 0.510  0.22
H9 -0.519 -1.972 -1.382  0.43

Values from the calculation:
energy relative to the best compared isomer or geometry (same formula, charge and spin)	102.4	kcal/mol
energy	-266.936164	Ha
HOMO	-0.487	Eh
structure (SMILES)	C=[N+]1C[C@H]1NC
gap between HOMO and LUMO	8.17	eV
charge	+1